(1)
The following is a quantum chemistry calculation of a 2-piece molecular cluster, C2H4O3 overall, from the Open Molecules 2025 dataset.

Each line ends with the Mulliken charge.
CARTESIAN COORDINATES (ANGSTROEM)
C -1.338 -0.108 -0.071  0.915
C 0.027 -0.612 0.104  -0.935
O -2.550 -0.738 0.300  -0.239
O -2.181 -0.203 -1.022  -0.222
O -1.274 1.731 0.694  -0.662
H 0.330 -1.460 -0.646  0.312
H 0.161 -1.156 1.136  0.252
H 0.718 0.187 -0.127  0.305
H -2.217 1.866 1.042  0.273

The gap between HOMO and LUMO is 0.3934 Eh.

***

(2)
The following is a quantum chemistry calculation of one molecule with the formula C22H34N4O10, from the Open Molecules 2025 dataset.

Each line ends with the Mulliken charge.
CARTESIAN COORDINATES (ANGSTROEM)
C -3.398 -0.514 1.907  -1.039
H -2.929 -0.877 0.996  -0.133
H -4.398 -0.934 1.981  0.568
C -2.563 -0.908 3.123  0.690
C -3.139 -0.313 4.404  -1.619
H -3.083 0.772 4.368  0.290
H -4.180 -0.605 4.524  0.444
H -2.581 -0.657 5.272  0.401
C -1.105 -0.475 2.934  -0.338
H -0.505 -0.722 3.811  0.498
H -0.675 -0.962 2.056  -0.053
O -1.018 0.948 2.781  -0.439
C -0.731 1.427 1.593  0.309
O -0.427 0.807 0.609  0.185
O -0.803 2.771 1.668  -0.386
C -0.751 3.537 0.482  -0.768
N 0.335 3.189 -0.407  0.180
C 1.614 3.607 -0.070  0.904
O 1.831 4.223 0.942  -0.633
C 2.665 3.240 -1.099  -1.058
N 2.476 1.907 -1.632  -0.058
C 1.195 1.841 -2.296  -0.848
C 0.025 2.445 -1.550  0.807
O -1.115 2.348 -1.930  -0.678
H 0.946 0.797 -2.505  0.267
H 1.266 2.364 -3.259  0.406
C 2.653 0.834 -0.661  1.013
H 1.925 0.881 0.163  -0.245
C 4.085 0.822 -0.110  -1.965
N 4.507 -0.406 0.529  0.227
C 4.614 -1.561 -0.325  -0.966
C 3.358 -2.390 -0.521  0.997
O 3.235 -3.174 -1.425  -0.628
N 2.385 -2.263 0.471  0.344
C 2.536 -1.515 1.632  0.736
O 1.708 -1.552 2.506  -0.570
C 3.835 -0.740 1.760  -1.044
H 4.507 -1.374 2.358  0.366
H 3.639 0.163 2.341  0.302
C 1.196 -3.091 0.358  -1.087
O -0.014 -2.382 0.240  -0.167
C -0.231 -1.677 -0.891  0.880
O 0.615 -1.396 -1.693  -0.734
O -1.514 -1.400 -0.953  -0.246
C -1.984 -0.647 -2.077  -0.759
H -1.161 -0.517 -2.785  0.463
C -3.154 -1.369 -2.747  0.821
C -4.333 -1.495 -1.787  -1.468
H -4.037 -2.041 -0.896  0.292
H -4.682 -0.509 -1.489  0.287
H -5.154 -2.025 -2.263  0.481
C -3.552 -0.606 -4.007  -1.637
H -4.394 -1.094 -4.492  0.437
H -2.725 -0.564 -4.711  0.402
H -3.838 0.412 -3.754  0.331
H -2.818 -2.374 -3.027  0.334
H -2.290 0.335 -1.710  0.142
H 1.354 -3.735 -0.515  0.507
H 1.075 -3.672 1.277  0.290
H 5.356 -2.244 0.114  0.358
H 4.983 -1.269 -1.309  0.334
H 4.773 1.010 -0.938  0.255
H 4.215 1.615 0.632  0.485
H 2.473 -0.094 -1.209  0.401
H 3.653 3.345 -0.651  0.402
H 2.594 3.952 -1.930  0.460
H -1.681 3.416 -0.088  0.385
H -0.623 4.565 0.830  0.300
H -2.550 -2.000 3.204  0.383
H -3.488 0.569 1.845  0.203

Its SMILES is CC(C)COC(=O)OCN1C(=O)CN(CCN2CC(=O)N(COC(=O)OCC(C)C)C(=O)C2)CC1=O. The gap between HOMO and LUMO is 0.3495 Eh.

***

Number 1: energy -8275.2499 eV, F_max 4.832 eV Å⁻¹, LUMO energy 0.42 eV. Number 2: energy -49803.6421 eV, F_max 0.866 eV Å⁻¹, LUMO energy 0.64 eV.